{
  "formula": "C20H30O15",
  "method": "the ωB97M-V functional and the def2-TZVPD basis",
  "energy_ha": -1908.7727,
  "e_above_lowest_kj_mol": 38.5,
  "smiles": "C[C@H]1COC(=O)O1.C[C@H]1COC(=O)O1.C[C@H]1COC(=O)O1.C[C@H]1COC(=O)O1.C[C@H]1COC(=O)O1",
  "elements": ["C", "C", "C", "O", "C", "O", "O", "H", "H", "H", "H", "H", "H", "C", "C", "C", "O", "C", "O", "O", "H", "H", "H", "H", "H", "H", "C", "C", "C", "O", "C", "O", "O", "H", "H", "H", "H", "H", "H", "C", "C", "C", "O", "C", "O", "O", "H", "H", "H", "H", "H", "H", "C", "C", "C", "O", "C", "O", "O", "H", "H", "H", "H", "H", "H"],
  "xyz": [[0.863467, -3.525049, -1.961785], [1.325241, -3.109287, -3.339166], [0.405926, -3.506856, -4.492475], [0.368203, -2.334294, -5.323418], [0.813674, -1.275493, -4.614877], [0.756310, -0.142443, -4.954490], [1.365052, -1.683186, -3.443581], [1.364899, -2.904477, -1.217430], [1.067047, -4.574967, -1.760991], [-0.209461, -3.356579, -1.831832], [2.333385, -3.492663, -3.517994], [-0.625126, -3.704860, -4.187550], [0.745203, -4.348061, -5.090648], [-1.245311, -1.359298, 1.743512], [-0.522402, -0.056995, 1.494530], [0.957305, -0.208753, 1.056442], [1.073698, 0.538199, -0.128617], [-0.132697, 1.075440, -0.464060], [-0.291811, 1.823186, -1.367554], [-1.100133, 0.625894, 0.363697], [-0.688975, -1.819139, 2.568595], [-1.260312, -2.038053, 0.895445], [-2.237398, -1.119962, 2.118999], [-0.586387, 0.578363, 2.376738], [1.120727, -1.285814, 0.928300], [1.637343, 0.083046, 1.856159], [-4.872395, -0.216584, 0.593315], [-5.463737, -1.588820, 0.448259], [-6.413840, -2.014396, 1.565982], [-7.406524, -2.763798, 0.890917], [-7.476684, -2.301076, -0.384447], [-8.370251, -2.496709, -1.134846], [-6.352994, -1.605292, -0.686266], [-4.099306, -0.156390, 1.356067], [-5.646423, 0.529895, 0.778892], [-4.400099, 0.080305, -0.345453], [-4.674056, -2.325051, 0.273091], [-6.845629, -1.104988, 2.002916], [-5.944007, -2.560745, 2.378404], [2.399866, 4.579324, 4.055231], [1.388459, 3.909488, 4.948600], [0.025787, 3.723233, 4.238159], [-0.166749, 2.312439, 4.192938], [0.924639, 1.677377, 4.649214], [1.090791, 0.498477, 4.644852], [1.801222, 2.550126, 5.177757], [2.381984, 4.163357, 3.048139], [3.410892, 4.484866, 4.447452], [2.155866, 5.643619, 3.989028], [1.267415, 4.408126, 5.906518], [0.089812, 4.114061, 3.218240], [-0.853210, 4.188676, 4.678442], [3.132797, 2.184586, -2.970134], [4.294093, 1.562835, -2.261209], [4.049280, 0.171194, -1.670231], [5.061827, -0.662857, -2.206142], [5.805936, 0.039169, -3.106656], [6.719885, -0.423633, -3.707296], [5.359578, 1.294380, -3.215662], [2.488314, 2.727668, -2.278395], [2.491027, 1.440211, -3.450119], [3.485423, 2.842936, -3.763027], [4.729846, 2.231069, -1.517811], [3.046269, -0.188360, -1.912994], [4.087414, 0.173399, -0.577699]],
  "atomic_forces_ev_per_a": [[-0.3, 0.4, 0.2], [0.1, -0.4, -0.1], [-0.5, 0.2, -0.3], [0.1, -0.1, 0.2], [0.2, -0.1, 0.1], [0.0, 0.1, -0.2], [-0.2, 0.0, 0.1], [0.2, -0.2, 0.0], [0.1, 0.0, -0.1], [0.0, 0.0, -0.1], [0.0, 0.2, 0.0], [0.1, 0.0, 0.2], [0.2, 0.0, 0.0], [0.5, 0.5, 0.9], [0.4, 0.0, -0.6], [-0.9, -1.2, 1.1], [0.2, 0.2, 0.0], [0.0, -0.2, 0.1], [0.0, 0.1, -0.1], [0.1, 0.3, 0.1], [-0.2, -0.2, -0.1], [-0.1, 0.1, -0.2], [-0.2, -0.3, -0.2], [-0.2, 0.1, -0.1], [0.3, 0.2, -0.7], [0.1, 0.5, -0.3], [0.1, 0.5, -0.5], [-0.1, -0.1, 0.1], [0.5, 0.8, 0.2], [-0.3, 0.0, 0.1], [0.4, -0.1, -0.1], [-0.1, -0.1, 0.0], [-0.1, 0.0, 0.1], [-0.1, -0.1, 0.2], [0.0, -0.1, 0.2], [0.1, -0.1, 0.0], [-0.1, -0.1, 0.0], [-0.2, -0.2, 0.0], [-0.1, -0.4, -0.2], [0.1, 0.5, 0.1], [-0.5, -0.4, -0.4], [0.1, 0.4, -0.4], [-0.2, -0.1, -0.3], [0.3, 0.0, 0.7], [-0.2, -0.1, -0.3], [0.0, 0.1, 0.0], [0.0, -0.1, 0.0], [0.0, 0.0, 0.1], [0.1, 0.0, -0.1], [0.2, -0.1, 0.1], [0.0, -0.2, 0.0], [0.2, -0.1, 0.4], [-0.6, 0.0, -0.3], [0.7, -0.3, -0.2], [-0.8, 0.2, 0.6], [0.1, 0.1, -0.1], [-0.2, -0.3, 0.2], [0.1, 0.0, -0.1], [-0.2, 0.2, 0.1], [0.1, 0.1, 0.0], [0.2, -0.1, 0.0], [0.0, 0.2, 0.2], [-0.1, 0.1, 0.0], [0.2, -0.2, -0.4], [0.4, 0.0, -0.1]]
}